No. 1
# C44H118N2O29

A cluster of 16 separate species, C44H118N2O29 in total at a distorted geometry (ωB97M-V with the def2-TZVPD basis set, OMol25).

Geometry (Å):
O: 2.84 -5.67 2.41
H: 3.18 -5.27 3.21
H: 3.56 -5.60 1.78
C: 4.82 1.41 1.66
C: 4.55 2.93 1.80
C: 5.42 3.45 2.97
C: 5.56 4.95 3.03
C: 6.09 5.44 1.66
C: 5.18 5.11 0.43
N: 4.89 3.68 0.50
O: 4.10 3.22 -0.58
C: 3.88 5.94 0.47
C: 5.94 5.36 -0.84
C: 3.01 3.15 2.19
H: 4.83 1.07 2.69
H: 5.77 1.16 1.18
H: 4.04 1.02 1.02
H: 4.96 3.15 3.91
H: 6.46 3.14 2.96
H: 6.35 5.13 3.76
H: 4.56 5.29 3.29
H: 7.14 5.42 1.38
H: 5.87 6.50 1.82
H: 3.92 6.98 0.15
H: 3.03 5.55 -0.08
H: 3.42 6.07 1.45
H: 5.23 5.24 -1.66
H: 6.43 6.33 -0.92
H: 6.73 4.62 -0.90
H: 2.74 2.64 3.11
H: 2.30 2.76 1.46
H: 2.78 4.21 2.29
H: 4.71 2.71 -1.12
C: 1.77 -2.27 0.76
C: 0.46 -2.46 0.09
C: -0.62 -2.22 1.22
C: -0.95 -0.77 1.57
C: -1.15 0.04 0.29
C: -0.07 -0.10 -0.78
N: 0.24 -1.54 -1.00
O: 1.15 -1.79 -2.09
C: -0.76 0.42 -2.02
C: 1.18 0.73 -0.43
C: 0.32 -3.94 -0.33
H: 2.08 -3.12 1.37
H: 1.91 -1.28 1.20
H: 2.61 -2.16 0.07
H: -1.56 -2.73 0.98
H: -0.34 -2.68 2.17
H: -0.15 -0.27 2.13
H: -1.84 -0.81 2.19
H: -1.24 1.05 0.69
H: -2.14 -0.28 -0.03
H: -1.59 -0.23 -2.30
H: -1.13 1.44 -1.93
H: 0.00 0.39 -2.81
H: 1.19 1.63 -1.06
H: 1.05 0.99 0.62
H: 2.07 0.17 -0.71
H: -0.46 -4.14 -1.06
H: 0.18 -4.65 0.49
H: 1.20 -4.32 -0.83
H: 1.92 -1.36 -1.71
C: 1.61 0.67 4.97
C: 2.04 -0.62 4.25
O: 1.17 -1.73 4.56
O: 0.47 1.26 4.43
H: 2.39 1.43 4.89
H: 1.36 0.50 6.02
H: 3.07 -0.84 4.50
H: 2.04 -0.46 3.17
H: 0.24 -1.51 4.53
H: -0.19 0.56 4.41
C: 4.54 -5.23 -1.67
C: 4.43 -4.41 -2.97
O: 3.97 -5.19 -4.08
O: 5.05 -4.34 -0.72
H: 5.17 -6.11 -1.80
H: 3.60 -5.67 -1.32
H: 5.42 -4.00 -3.17
H: 3.78 -3.54 -2.88
H: 4.78 -5.37 -4.55
H: 5.21 -4.73 0.13
C: -4.79 1.36 1.02
C: -5.40 2.75 0.48
O: -4.27 3.68 0.25
O: -3.98 1.54 2.14
H: -4.20 0.95 0.19
H: -5.59 0.64 1.22
H: -6.16 3.08 1.18
H: -5.84 2.36 -0.44
H: -3.95 3.54 -0.64
H: -3.34 2.23 1.94
C: 2.79 0.90 -5.15
C: 3.09 0.20 -3.87
O: 4.48 -0.21 -3.74
O: 3.27 2.22 -5.02
H: 1.73 0.96 -5.41
H: 3.16 0.42 -6.06
H: 2.56 -0.74 -3.78
H: 2.74 0.79 -3.02
H: 4.71 -0.83 -4.44
H: 4.20 2.26 -4.82
C: -2.68 0.87 5.41
C: -2.76 -0.63 5.05
O: -1.49 -1.22 5.27
O: -2.29 1.20 6.75
H: -3.67 1.29 5.24
H: -2.01 1.43 4.76
H: -3.16 -0.52 4.05
H: -3.48 -1.14 5.69
H: -1.60 -1.50 6.18
H: -1.33 1.24 6.74
C: -3.88 1.72 -4.05
C: -4.84 2.70 -3.40
O: -4.10 3.49 -2.43
O: -2.71 2.30 -4.77
H: -4.35 1.03 -4.75
H: -3.60 1.17 -3.15
H: -5.70 2.29 -2.88
H: -5.25 3.39 -4.14
H: -3.30 3.84 -2.84
H: -2.23 1.55 -5.12
C: 0.14 4.30 -0.99
C: 0.75 4.29 -2.39
O: 0.73 5.55 -2.95
O: -1.27 4.54 -0.92
H: 0.64 5.02 -0.35
H: 0.26 3.33 -0.51
H: 0.41 3.53 -3.09
H: 1.81 4.12 -2.22
H: -0.12 5.61 -3.39
H: -1.43 5.48 -0.98
C: -0.85 4.04 2.51
C: -1.47 5.04 3.42
O: -1.79 6.25 2.70
O: -1.86 3.45 1.72
H: -0.25 3.32 3.08
H: -0.09 4.54 1.92
H: -0.83 5.22 4.28
H: -2.39 4.72 3.91
H: -2.58 6.22 2.16
H: -1.90 4.02 0.95
C: -2.55 -4.13 -4.85
C: -1.57 -3.97 -3.65
O: -0.36 -3.28 -3.99
O: -3.18 -2.89 -5.04
H: -3.38 -4.80 -4.65
H: -1.98 -4.65 -5.63
H: -1.31 -4.93 -3.19
H: -2.13 -3.46 -2.87
H: 0.12 -3.19 -3.17
H: -2.63 -2.28 -5.55
C: -0.76 -0.36 -5.73
C: -0.05 -1.33 -6.64
O: -0.05 -0.78 -7.99
O: -2.11 -0.37 -5.99
H: -0.33 0.64 -5.67
H: -0.86 -0.76 -4.73
H: -0.55 -2.29 -6.55
H: 0.96 -1.55 -6.30
H: -0.70 -1.19 -8.56
H: -2.26 -0.28 -6.94
C: -1.24 -5.13 4.79
C: -0.55 -5.99 3.71
O: -0.24 -7.26 4.23
O: -2.44 -5.69 5.34
H: -1.39 -4.17 4.30
H: -0.56 -4.89 5.60
H: 0.37 -5.60 3.28
H: -1.22 -6.07 2.85
H: -0.11 -7.86 3.49
H: -2.27 -6.57 5.68
C: -5.21 -2.84 2.22
C: -4.05 -3.60 2.93
O: -4.38 -3.84 4.28
O: -6.45 -3.65 2.27
H: -4.97 -2.84 1.15
H: -5.35 -1.82 2.56
H: -3.05 -3.18 2.89
H: -3.93 -4.53 2.36
H: -4.04 -4.71 4.47
H: -7.22 -3.11 2.06
C: -5.02 -2.18 -1.75
C: -4.52 -3.61 -1.46
O: -3.28 -3.40 -0.74
O: -4.18 -1.64 -2.68
H: -4.89 -1.51 -0.90
H: -6.05 -2.08 -2.09
H: -4.34 -4.26 -2.31
H: -5.21 -4.14 -0.79
H: -2.83 -2.60 -1.03
H: -4.08 -2.07 -3.53

Output
ΔE to the lowest compared entry with this formula, charge and spin	0.00	kcal per mole
E_LUMO	0.07	eV
Kohn-Sham gap	8.36	eV
F_max	3.15	eV/Å
total charge	0

Results of the Mulliken charge analysis, in e, for atoms 1 through 99: atom 1 (O): -0.5836, atom 2 (H): 0.3109, atom 3 (H): 0.2416, atom 4 (C): -1.5170, atom 5 (C): 1.4473, atom 6 (C): -1.1869, atom 7 (C): -0.6790, atom 8 (C): -1.4663, atom 9 (C): 2.0503, atom 10 (N): -0.1566, atom 11 (O): 0.1336, atom 12 (C): -1.4062, atom 13 (C): -2.0506, atom 14 (C): -0.3553, atom 15 (H): 0.3782, atom 16 (H): 0.3731, atom 17 (H): 0.0391, atom 18 (H): 0.3979, atom 19 (H): 0.4474, atom 20 (H): 0.4169, atom 21 (H): 0.2769, atom 22 (H): 0.4087, atom 23 (H): 0.3944, atom 24 (H): 0.5217, atom 25 (H): -0.1343, atom 26 (H): 0.3522, atom 27 (H): 0.3411, atom 28 (H): 0.3984, atom 29 (H): 0.4874, atom 30 (H): -0.1669, atom 31 (H): -0.3589, atom 32 (H): 0.3322, atom 33 (H): 0.2080, atom 34 (C): -1.3369, atom 35 (C): 2.9915, atom 36 (C): -1.7103, atom 37 (C): 1.7422, atom 38 (C): -1.1379, atom 39 (C): 2.2169, atom 40 (N): 0.9988, atom 41 (O): 0.1209, atom 42 (C): -0.5095, atom 43 (C): 0.2279, atom 44 (C): -1.8283, atom 45 (H): 0.4686, atom 46 (H): -0.5488, atom 47 (H): 0.2633, atom 48 (H): 0.0917, atom 49 (H): 0.2204, atom 50 (H): -0.8297, atom 51 (H): -0.2792, atom 52 (H): 0.1750, atom 53 (H): 0.0446, atom 54 (H): -0.3327, atom 55 (H): 0.1231, atom 56 (H): -0.2207, atom 57 (H): 0.0318, atom 58 (H): -1.0974, atom 59 (H): -0.0190, atom 60 (H): 0.0294, atom 61 (H): 0.1645, atom 62 (H): 0.2521, atom 63 (H): -0.1728, atom 64 (C): -0.5073, atom 65 (C): 0.4448, atom 66 (O): -0.5798, atom 67 (O): -0.1003, atom 68 (H): 0.3833, atom 69 (H): 0.2726, atom 70 (H): 0.5242, atom 71 (H): -0.5161, atom 72 (H): 0.2869, atom 73 (H): -0.2579, atom 74 (C): -0.2544, atom 75 (C): -0.1030, atom 76 (O): -0.5140, atom 77 (O): -0.5179, atom 78 (H): 0.3728, atom 79 (H): 0.2411, atom 80 (H): 0.4221, atom 81 (H): -0.2073, atom 82 (H): 0.3201, atom 83 (H): 0.2688, atom 84 (C): 0.6009, atom 85 (C): -0.7157, atom 86 (O): -0.4395, atom 87 (O): -0.3633, atom 88 (H): -0.5486, atom 89 (H): 0.5406, atom 90 (H): 0.3219, atom 91 (H): 0.1705, atom 92 (H): 0.4461, atom 93 (H): 0.2914, atom 94 (C): -0.2677, atom 95 (C): 0.5947, atom 96 (O): -0.6174, atom 97 (O): -0.6035, atom 98 (H): -0.0496, atom 99 (H): 0.3582

=====

No. 2
# C3H7NO3

A structure of composition C3H7NO3 at a distorted geometry (ωB97M-V with the def2-TZVPD basis set, OMol25).

Geometry (Å):
C: -0.93 -0.37 1.30
C: 0.55 -1.00 -0.96
N: -0.13 0.12 -0.32
C: 0.98 1.23 0.35
O: 1.20 2.15 -0.39
O: -0.93 0.78 -1.29
O: 1.06 0.89 1.52
H: -0.43 1.61 -1.46
H: -1.94 -0.07 1.05
H: -0.76 -1.43 1.21
H: -0.80 -0.06 2.33
H: 1.11 -0.65 -1.82
H: 1.22 -1.45 -0.23
H: -0.19 -1.74 -1.28

Output
ΔE to the lowest compared entry with this formula, charge and spin	109.98	kcal per mole
E_LUMO	0.35	eV
Kohn-Sham gap	10.52	eV
F_max	3.15	eV/Å
total charge	0

In the Mulliken picture, each atom carries the following charge in e: atom 1 (C): -0.5864, atom 2 (C): -0.9893, atom 3 (N): 0.0780, atom 4 (C): 0.7617, atom 5 (O): -0.6111, atom 6 (O): -0.4106, atom 7 (O): -0.5915, atom 8 (H): 0.3680, atom 9 (H): 0.3082, atom 10 (H): 0.2731, atom 11 (H): 0.3151, atom 12 (H): 0.3152, atom 13 (H): 0.3964, atom 14 (H): 0.3732